[1]
C4H6N2O2 | ωB97M-V/def2-TZVPD

Properties
- SMILES: O=Cn1ccnc1.O
- HOMO: -9.582 eV
- ΔE to the lowest compared entry with this formula, charge and spin: 1.402 eV
- Orbital gap: 10.1 eV
- LUMO: 0.53 eV

Structure (ORCA input):
```
! wB97M-V def2-TZVPD RIJCOSX def2/J DEFGRID3
* xyz 0 1
C 2.733 -0.751 0.115
C 1.420 -1.081 0.033
C 1.671 1.115 -0.125
C -0.613 0.400 -0.323
N 2.847 0.623 0.113
N 0.753 0.112 -0.100
O -4.166 0.357 0.283
O -1.478 -0.429 -0.350
H 3.471 -1.555 0.164
H 0.996 -2.055 0.231
H 1.449 2.163 -0.190
H -0.569 1.490 -0.504
H -3.987 -0.313 -0.386
H -4.526 -0.075 1.039
*
```

***

[2]
C45H57NO27 | ωB97M-V/def2-TZVPD

Properties
- HOMO (alpha / beta): -10.761 / -10.761 eV
- ⟨S²⟩: 0.768
- Orbital gap (alpha / beta): 4.8 / 2.7 eV
- LUMO (alpha / beta): -5.98 / -8.09 eV

Structure (ORCA input):
```
! wB97M-V def2-TZVPD RIJCOSX def2/J DEFGRID3
* xyz 1 2
C 2.276 -0.354 -2.584
O 3.569 -0.973 -2.533
C 4.696 -0.399 -1.852
C 4.433 -0.218 -0.397
O 4.056 -1.406 0.420
C 5.113 -2.259 0.885
H 2.040 -0.162 -1.537
H 1.541 -0.979 -3.089
H 2.322 0.633 -3.044
H 4.890 0.533 -2.384
H 5.481 -1.149 -1.958
H 3.743 0.622 -0.309
H 5.356 0.186 0.020
H 4.772 -2.952 1.654
H 5.821 -1.613 1.404
H 5.625 -2.902 0.169
C 0.383 2.885 -4.922
O 1.002 4.051 -4.462
C 2.154 4.627 -5.120
C 3.469 4.025 -4.769
O 3.977 4.439 -3.412
C 5.169 3.675 -3.184
H -0.482 2.660 -4.297
H 1.092 2.059 -4.957
H -0.029 2.961 -5.928
H 2.078 5.714 -5.079
H 2.014 4.424 -6.181
H 4.258 4.399 -5.421
H 3.490 2.937 -4.815
H 5.816 3.788 -4.054
H 4.993 2.636 -2.908
H 5.716 4.255 -2.441
C -3.481 8.197 2.594
O -2.726 8.691 1.489
C -2.474 7.663 0.485
C -1.580 6.519 1.016
O -2.282 5.441 1.720
C -2.872 4.294 1.080
H -2.805 7.509 3.102
H -4.348 7.569 2.387
H -3.704 9.029 3.261
H -2.042 8.201 -0.360
H -3.411 7.145 0.284
H -0.763 6.779 1.688
H -1.048 6.149 0.139
H -3.915 4.440 0.797
H -2.737 3.486 1.799
H -2.409 4.143 0.106
C -2.132 -1.076 -1.243
O -2.631 -2.139 -0.860
N -1.557 -0.194 -0.448
C -1.107 1.137 -0.932
C -1.474 -0.372 1.006
H -2.162 -0.698 -2.276
H -1.812 1.903 -0.608
H -1.085 1.267 -2.014
H -0.143 1.358 -0.472
H -1.245 -1.376 1.363
H -0.595 0.116 1.425
H -2.327 0.034 1.550
C 0.974 -3.881 -1.651
C 2.027 -4.384 -2.312
C 3.398 -4.705 -1.763
O 4.419 -4.851 -2.360
C 3.315 -4.730 -0.317
C 2.262 -4.309 0.404
C 1.138 -3.692 -0.176
O 0.445 -2.979 0.528
O 2.338 -4.279 1.786
O 2.005 -4.258 -3.713
H 0.103 -3.640 -2.243
H 4.148 -5.132 0.241
H 1.673 -3.669 2.114
H 2.780 -4.563 -4.190
C 2.169 -1.178 3.856
C 1.450 -2.164 4.314
C 2.040 -3.128 5.401
O 1.325 -4.043 5.831
C 3.299 -2.658 5.997
C 3.901 -1.551 5.511
C 3.485 -0.732 4.407
O 3.934 0.240 3.799
O 5.055 -1.082 6.124
O 0.219 -2.505 3.723
H 1.834 -0.469 3.113
H 3.672 -3.272 6.803
H 5.370 -0.242 5.782
H -0.039 -3.256 4.264
C -7.424 -3.701 1.057
C -7.948 -3.726 2.310
C -7.095 -3.527 3.528
O -7.388 -3.507 4.765
C -5.801 -2.876 3.119
C -5.208 -3.020 1.889
C -5.934 -3.618 0.743
O -5.499 -4.070 -0.263
O -4.042 -2.360 1.552
O -9.192 -4.032 2.570
H -8.137 -3.835 0.257
H -5.179 -2.256 3.747
H -3.705 -2.397 0.654
H -9.216 -4.277 3.498
C -1.966 0.746 4.426
C -0.659 0.998 4.600
C 0.006 0.759 5.916
O 1.160 0.980 6.260
C -0.866 0.023 6.854
C -2.140 -0.335 6.665
C -2.778 -0.088 5.350
O -3.952 -0.393 5.036
O -2.918 -0.841 7.705
O -0.062 1.870 3.782
H -2.600 1.099 3.626
H -0.577 -0.173 7.876
H -3.752 -1.168 7.361
H 0.334 2.609 4.249
C -0.656 -3.013 -7.534
C -0.569 -3.044 -6.197
C -0.312 -1.853 -5.369
O -0.355 -1.984 -4.135
C -0.262 -0.592 -6.079
C -0.214 -0.519 -7.442
C -0.551 -1.743 -8.269
O -0.773 -1.706 -9.493
O -0.207 0.664 -8.034
O -0.441 -4.227 -5.548
H -0.817 -3.931 -8.079
H -0.336 0.394 -5.645
H -0.513 0.505 -8.930
H -0.159 -4.080 -4.642
*
```